DFT (wB97M-V/def2-TZVPD) results for C28H60F3KN6O10P2 as an isolated structure.

Element x y z (Å)
K1 1.2846 -1.5403 0.4591
C1 -0.1460 -4.6979 -0.2091
O1 -1.1505 -3.6835 0.1859
O2 0.9617 -4.0292 -0.7198
C2 -0.1701 -5.8151 0.8860
F1 0.2910 -6.9380 0.4574
F2 0.4572 -5.5009 2.0082
F3 -1.2724 -6.1927 1.3382
C3 -2.5365 -3.9118 -0.1003
C4 -3.3158 -2.8999 0.6664
H1 -3.4081 -3.2004 1.7101
H2 -2.9355 -1.8908 0.5081
H3 -4.3575 -2.9137 0.3458
H4 -2.8778 -4.9206 0.1322
H5 -2.6202 -3.6116 -1.1448
H6 -0.4822 -5.1814 -1.1263
O3 -4.1614 -1.2569 -2.7679
P1 -3.8455 0.0924 -2.2131
N1 -4.5024 1.4520 -3.0388
C5 -5.7509 1.3119 -3.7816
C6 -4.2763 2.8158 -2.6281
N2 -2.1519 0.5153 -2.1405
C7 -1.4639 0.9010 -3.3259
C8 -1.2760 -0.2224 -1.2105
N3 -4.4360 0.3983 -0.6545
C9 -3.8653 1.3487 0.2863
C10 -5.7943 0.0222 -0.2184
H7 -5.6115 1.9091 -4.6827
H8 -6.6035 1.7023 -3.2259
H9 -5.9577 0.2691 -4.0224
H10 -4.8252 3.1255 -1.7388
H11 -4.4058 3.5468 -3.4261
H12 -3.2001 2.8968 -2.4748
H13 -0.5630 1.4899 -3.1532
H14 -1.0861 0.0019 -3.8127
H15 -2.1147 1.4105 -4.0365
H16 -1.6887 -0.0823 -0.2115
H17 -1.2586 -1.2942 -1.4085
H18 -0.2868 0.2328 -1.1623
H19 -2.9793 1.8956 -0.0364
H20 -4.5865 2.1548 0.4209
H21 -3.6879 0.9237 1.2742
H22 -6.0181 -1.0058 -0.5033
H23 -6.6384 0.6002 -0.5948
H24 -5.8178 -0.1092 0.8634
O4 2.2244 0.9408 1.1160
P2 2.3078 2.4233 1.3706
N4 0.8657 3.1701 1.9184
C11 0.8751 4.5318 2.5745
C12 -0.4159 2.6279 1.3804
N5 2.6394 3.3817 -0.0250
C13 2.0741 2.8824 -1.2747
C14 2.8489 4.8255 -0.1099
N6 3.5430 2.9118 2.4628
C15 3.2710 2.5118 3.8631
C16 4.9478 2.9465 2.0564
H25 0.7295 5.3448 1.8633
H26 1.6863 4.7969 3.2526
H27 0.0047 4.5135 3.2304
H28 -1.2280 3.1446 1.8920
H29 -0.4568 1.5395 1.3370
H30 -0.5275 2.9705 0.3517
H31 2.7315 2.0483 -1.5203
H32 1.0425 2.5521 -1.1532
H33 2.0065 3.6035 -2.0893
H34 1.8084 5.1501 -0.0995
H35 3.3616 5.1334 0.8013
H36 3.2700 5.1750 -1.0526
H37 3.9245 3.0022 4.5846
H38 2.2464 2.6636 4.2026
H39 3.5908 1.4865 4.0494
H40 5.4440 3.6948 2.6745
H41 4.9827 3.2959 1.0246
H42 5.3784 1.9528 2.1798
O5 -0.2205 -0.9491 2.7749
C17 -0.7049 -0.0959 3.5183
O6 0.0297 0.8400 4.0087
C18 -0.6154 1.5797 5.0448
C19 -2.0734 1.4943 4.5605
C20 -2.1968 0.1205 3.9042
H43 -0.3218 2.6267 5.1204
H44 -0.5555 0.9978 5.9646
H45 -2.1772 2.2762 3.8082
H46 -2.7902 1.6291 5.3706
H47 -2.8212 -0.0412 3.0255
H48 -2.5362 -0.6482 4.5984
O7 3.7262 -2.6023 1.4964
C21 3.9741 -3.7902 1.3030
O8 3.8058 -4.6545 2.3583
C22 3.9937 -6.0053 1.8956
C23 3.6218 -5.8885 0.4598
C24 4.2605 -4.5188 0.0711
H49 3.3331 -6.6140 2.5129
H50 5.0098 -6.3040 2.1534
H51 2.5389 -5.9552 0.3552
H52 3.8996 -6.7038 -0.2082
H53 3.7009 -4.0100 -0.7138
H54 5.3028 -4.6129 -0.2335
O9 1.9757 -0.6028 -2.2299
C25 2.4738 -0.3333 -3.3290
O10 1.9230 0.5911 -4.0754
C26 2.4802 0.6717 -5.3761
C27 3.3689 -0.5822 -5.5294
C28 3.6312 -1.0675 -4.0265
H55 3.0690 1.5768 -5.5249
H56 1.7305 0.5661 -6.1602
H57 4.2617 -0.2396 -6.0526
H58 2.8056 -1.3242 -6.0953
H59 4.4656 -0.6172 -3.4889
H60 3.5853 -2.1487 -3.8960

The LUMO energy is 0.2 eV. The molar mass comes out at 798.9 g mol⁻¹. The energy is -3766.1110 Eh. The charge is 0.

Mulliken atomic charge list, values in e, 8 entries: number 1, K, carries 1.04; number 2, C, carries -0.35; number 3, O, carries 0.10; number 4, O, carries -0.72; number 5, C, carries 0.94; number 6, F, carries -0.32; number 7, F, carries -0.30; number 8, F, carries -0.32

***

DFT (wB97M-V/def2-TZVPD) results for C28H61AsF6N8O2 as an isolated structure.

Element x y z (Å)
As1 6.2461 17.2756 10.5651
F1 6.0257 18.6712 9.4854
F2 4.5252 17.1986 10.8762
F3 6.4572 15.9261 11.6656
F4 7.9388 17.1990 10.2085
F5 6.4640 18.4154 11.9024
F6 6.0074 16.3180 9.1130
C1 -0.2002 17.5044 10.7109
C2 -0.1036 18.4622 9.5154
N1 1.2316 18.7541 9.0124
C3 2.0886 17.8545 8.4342
C4 3.2353 18.5275 8.1764
N2 3.0112 19.8362 8.5015
C5 1.7265 19.9978 8.8931
C6 3.9294 20.9783 8.4790
H1 -0.1889 18.0744 11.6423
H2 0.6630 16.8330 10.7142
H3 -1.0890 16.8810 10.7012
H4 -0.7081 19.3493 9.6914
H5 -0.6467 17.9446 8.7192
H6 1.9520 16.7873 8.4020
H7 4.2224 18.2181 7.8756
H8 1.2747 20.8343 9.3976
H9 4.2941 21.0353 7.4538
H10 4.8068 20.7575 9.0948
H11 3.4886 21.8274 8.9893
C7 8.1291 24.6138 3.6603
C8 6.9028 23.8078 4.0093
N3 6.9093 23.3090 5.3900
C9 6.8974 24.0633 6.5476
C10 7.2389 23.2500 7.5813
N4 7.4979 21.9920 7.0604
C11 7.3686 22.1103 5.7364
C12 7.8322 20.7790 7.7981
H12 8.2096 25.4641 4.3343
H13 8.2535 24.8019 2.5935
H14 9.0844 24.0783 3.7669
H15 6.6834 22.9745 3.3421
H16 6.0213 24.4443 3.9078
H17 6.6637 25.1136 6.5934
H18 7.3023 23.4418 8.6378
H19 7.4540 21.2875 5.0423
H20 6.9101 20.2299 7.9752
H21 8.2104 21.0865 8.7710
H22 8.5667 20.1309 7.3300
C13 3.4395 19.9621 12.2787
C14 4.1264 20.1348 13.6053
N5 3.1841 20.0339 14.7744
C15 1.8223 20.0876 14.7345
C16 1.3378 19.8099 15.9752
N6 2.4122 19.5065 16.7573
C17 3.5223 19.6834 16.0290
C18 2.4186 19.0646 18.1364
H23 2.9067 19.0243 12.1250
H24 4.2174 19.9955 11.5136
H25 2.7627 20.7946 12.0773
H26 4.5083 21.1477 13.7393
H27 4.8950 19.3933 13.8084
H28 1.2251 20.1941 13.8453
H29 0.3310 19.7872 16.3575
H30 4.5322 19.7192 16.4015
H31 1.4809 19.2852 18.6479
H32 3.1783 19.5574 18.7383
H33 2.5033 17.9815 18.2149
C19 8.6437 19.0840 13.7436
N7 9.8995 19.8386 13.3550
C20 11.0767 19.1986 14.0635
C21 10.0901 19.7132 11.8599
C22 9.8674 21.2980 13.7194
C23 9.0699 21.6792 14.9650
O1 9.4687 20.9971 16.1101
H34 8.6462 18.0965 13.2942
H35 7.8145 19.6634 13.3524
H36 8.7304 19.0426 14.8262
H37 11.1281 19.4887 15.1125
H38 11.9432 19.6414 13.5791
H39 10.9717 18.1190 14.0219
H40 9.3238 20.4032 11.5010
H41 9.8686 18.7236 11.4716
H42 11.0399 20.1190 11.5228
H43 9.3656 21.8043 12.8940
H44 10.8501 21.7604 13.7945
H45 7.9819 21.6700 14.7994
H46 9.1943 22.7738 15.0027
H47 8.7348 20.8776 16.7172
C24 3.4048 13.2642 12.9520
N8 3.8029 14.2651 13.9763
C25 3.3363 15.6202 13.4910
C26 3.0857 13.9191 15.2669
C27 5.2870 14.1647 14.1853
C28 5.9155 15.3842 14.8590
O2 5.4611 15.6505 16.1916
H48 3.7641 12.2402 13.0281
H49 3.8725 13.5897 12.0145
H50 2.3434 13.3170 12.7193
H51 2.2904 15.4010 13.2931
H52 3.9386 15.8391 12.6132
H53 3.4331 16.4183 14.2214
H54 3.3807 14.6061 16.0517
H55 3.3472 12.8997 15.5422
H56 2.0260 13.9360 15.0221
H57 5.7438 14.1961 13.1917
H58 5.5235 13.1887 14.6025
H59 5.6019 16.2850 14.3329
H60 7.0018 15.3034 14.8627
H61 5.8701 15.0188 16.7981

The LUMO energy is -8.4 eV. Its energy above the lowest of the compared OMol25 structures with the same formula, charge and spin is 0.0 kcal/mol. The molar mass comes out at 730.8 g mol⁻¹. The energy is -4525.7848 Eh. The charge is +4.

Mulliken atomic charge list, values in e, 8 entries: number 1, As, carries 2.00; number 2, F, carries -0.55; number 3, F, carries -0.46; number 4, F, carries -0.49; number 5, F, carries -0.45; number 6, F, carries -0.40; number 7, F, carries -0.49; number 8, C, carries -0.90

***

no.,highest occupied orbital energy (Eh),gap between HOMO and LUMO (eV)
1,-0.2388,6.74
2,-0.6864,10.33